Entry 1:
DFT (ωB97M-V/def2-TZVPD) results for 2 unconnected molecules or ions with the total composition C6H12NO2 at a distorted geometry.

Values from the calculation:
charge = +1
ΔE to the lowest compared entry with this formula, charge and spin = 3.3441 eV

Element x y z (Å)
C (-0.270, -1.675, 0.918)
C (-1.522, -0.445, -1.081)
C (0.988, 1.359, -0.723)
C (1.873, -1.112, -0.063)
C (-0.934, 1.099, 0.855)
C (0.142, 0.431, 0.015)
N (0.607, -0.835, 0.423)
O (-1.722, -1.508, -0.632)
O (-2.208, 0.870, 0.362)
H (-1.252, -1.338, 1.439)
H (-0.034, -2.722, 0.982)
H (-1.926, -0.003, -1.944)
H (0.370, 2.200, -0.920)
H (1.316, 1.060, -1.663)
H (1.878, 1.676, -0.263)
H (2.127, -0.863, -1.137)
H (2.041, -2.150, 0.193)
H (2.528, -0.579, 0.600)
H (-0.756, 2.234, 0.957)
H (-0.771, 0.692, 1.894)
H (-2.474, 1.609, -0.209)

Löwdin population analysis, charges in e, atoms 1 to 6: C 0.1255; C -0.0168; C -0.0331; C -0.0152; C -0.2072; C -0.2638

Entry 2:
DFT (ωB97M-V/def2-TZVPD) results for a gas-phase ion, C6H12NO2 (charge +1) at a distorted geometry.

Values from the calculation:
charge = +1
spin multiplicity = 3
ΔE to the lowest compared entry with this formula, charge and spin = 1.1916 eV
⟨S²⟩ = 2.013

Element x y z (Å)
C (-1.657, -0.714, -0.014)
C (-0.466, -0.852, 1.092)
C (-2.613, 0.299, 0.315)
C (0.255, 0.541, -0.663)
C (0.898, 1.814, -0.441)
C (1.187, -1.755, -0.561)
N (0.723, -0.577, 0.209)
O (-1.746, -1.668, -0.710)
O (-3.746, 0.438, -0.252)
H (-0.730, -0.118, 1.910)
H (-0.688, -1.958, 1.384)
H (-2.298, 1.171, 0.837)
H (0.029, 0.311, -1.623)
H (1.998, 1.807, -0.917)
H (0.927, 1.949, 0.673)
H (0.278, 2.674, -0.819)
H (0.366, -2.254, -1.085)
H (1.765, -1.451, -1.308)
H (1.670, -2.633, -0.067)
H (1.477, -0.284, 0.825)
H (-4.238, 1.195, -0.168)

Löwdin population analysis, charges in e, atoms 1 to 6: C -0.4563; C -0.0096; C -0.1016; C -0.1106; C -0.0616; C 0.0224

Entry 3:
DFT (ωB97M-V/def2-TZVPD) results for 2 unconnected molecules or ions with the total composition C6H12NO3 at a distorted geometry.

Values from the calculation:
charge = -1
ΔE to the lowest compared entry with this formula, charge and spin = 0.3619 eV

Element x y z (Å)
C (2.153, 0.057, -1.883)
C (1.453, 1.400, -1.971)
C (1.256, -1.071, -1.295)
O (0.171, -0.721, -0.752)
O (1.708, -2.221, -1.387)
H (2.517, -0.308, -2.843)
H (3.021, 0.071, -1.212)
H (0.803, 1.415, -2.844)
H (2.091, 2.275, -2.014)
H (0.733, 1.473, -1.163)
C (-1.293, 0.617, 1.651)
C (-2.235, 0.536, 0.483)
C (-1.220, -0.800, 2.269)
O (-2.176, -1.383, 2.746)
N (0.028, -1.364, 2.191)
H (-0.255, 0.793, 1.385)
H (-1.519, 1.282, 2.478)
H (-2.954, -0.280, 0.645)
H (-1.805, 0.379, -0.493)
H (0.017, -2.373, 2.275)
H (0.497, -1.105, 1.323)
H (-2.989, 1.327, 0.410)

Löwdin population analysis, charges in e, atoms 1 to 6: C -0.1901; C -0.1304; C -0.7294; O -0.0992; O -0.0684; H 0.0913

Entry 4:
DFT (ωB97M-V/def2-TZVPD) results for a gas-phase ion, C6H12NO4 (charge +1) at a distorted geometry.

Values from the calculation:
charge = +1
spin multiplicity = 3
ΔE to the lowest compared entry with this formula, charge and spin = 1.4911 eV
⟨S²⟩ = 2.008

Element x y z (Å)
C (-0.785, -0.845, 0.300)
C (-2.362, -0.788, 0.236)
C (-2.789, 0.652, 0.470)
C (1.058, 0.899, 0.689)
C (2.583, 0.482, -1.007)
C (2.137, -0.062, 0.377)
N (-0.269, 0.557, 0.550)
O (-1.322, 1.374, 0.718)
O (-2.690, -1.688, 1.288)
O (-3.364, 1.198, -0.617)
O (3.121, 0.253, 1.327)
H (-0.592, -1.620, 1.075)
H (-0.318, -1.292, -0.636)
H (-2.736, -1.196, -0.764)
H (-3.359, 0.854, 1.391)
H (1.413, 1.872, 0.913)
H (1.736, 0.323, -1.721)
H (3.513, 0.071, -1.127)
H (2.906, 1.533, -0.947)
H (1.981, -1.107, 0.425)
H (-3.611, -1.922, 1.265)
H (-3.546, 2.173, -0.553)
H (3.850, 0.640, 0.975)

Löwdin population analysis, charges in e, atoms 1 to 6: C 0.0154; C -0.2486; C -0.1695; C 0.0148; C -0.0052; C -0.3954

Entry 5:
DFT (ωB97M-V/def2-TZVPD) results for a molecular structure, C6H12NOP at a distorted geometry.

Values from the calculation:
ΔE to the lowest compared entry with this formula, charge and spin = 3.0934 eV

Element x y z (Å)
C (1.201, -0.640, 1.114)
C (-1.757, -0.008, 0.050)
C (-2.655, 1.077, 0.638)
C (2.124, 1.020, -0.417)
C (1.693, 0.595, 0.875)
C (-0.982, 0.051, -1.109)
N (1.155, -1.614, 0.151)
O (-1.400, -1.105, 0.708)
P (-0.118, -1.451, -0.951)
H (0.929, -1.063, 2.032)
H (-3.764, 0.833, 0.867)
H (-2.689, 2.042, 0.051)
H (-2.332, 1.346, 1.549)
H (3.181, 1.469, -0.569)
H (1.318, 1.801, -0.737)
H (1.998, 0.333, -1.381)
H (1.996, 1.352, 1.585)
H (-0.931, 0.859, -1.791)
H (1.251, -2.576, 0.537)
H (0.772, -1.687, -2.169)
H (-0.990, -2.635, -1.033)

Löwdin population analysis, charges in e, atoms 1 to 6: C -0.2492; C -0.4817; C -0.0159; C -0.1723; C -0.1847; C -0.2427

Entry 6:
DFT (ωB97M-V/def2-TZVPD) results for 2 unconnected molecules or ions with the total composition C6H12NP at a distorted geometry.

Values from the calculation:
ΔE to the lowest compared entry with this formula, charge and spin = 3.6899 eV

Element x y z (Å)
C (2.546, 2.797, -0.451)
C (3.027, 1.890, 0.170)
C (0.756, -1.238, -1.492)
C (-1.619, 0.159, 2.062)
C (-0.820, -1.272, -1.352)
C (-1.021, -0.733, 0.996)
N (-1.239, -0.266, -0.396)
P (-1.556, 1.222, -0.830)
H (2.172, 3.749, -0.772)
H (3.215, 1.053, 0.780)
H (1.309, -1.219, -0.592)
H (0.959, -1.942, -2.191)
H (1.057, -0.131, -1.755)
H (-2.654, 0.094, 2.120)
H (-0.999, 0.197, 3.018)
H (-1.328, 1.257, 1.728)
H (-1.273, -0.962, -2.275)
H (-1.245, -2.184, -0.938)
H (0.167, -0.690, 1.166)
H (-1.454, -1.781, 1.005)

Löwdin population analysis, charges in e, atoms 1 to 6: C -0.0107; C -0.0127; C -0.0647; C -0.1747; C -0.3095; C -0.3185